Entry from the Open Molecules 2025 dataset: C3H2GaO3 as an isolated structure in a non-equilibrium geometry (ωB97M-V/def2-TZVPD).

Geometry as ORCA input:
```
! RIJCOSX wB97M-V def2-TZVPD def2/J DEFGRID3
* xyz -1 1
H -0.77779 -1.40946 -0.73217
O 2.52201 0.00551 0.11450
C -1.73996 -0.16151 0.75337
O 0.44156 0.20263 -0.34261
Ga 1.34178 1.66883 0.76521
H -1.33263 0.17984 -1.36045
C -0.85990 -0.33217 -0.50364
C 1.56378 -0.65568 -0.33250
O -1.15885 0.50202 1.63830
*
```

Computed properties:
LUMO = 0.131 Eh
Maximum force = 1.33 eV/Å
HOMO level = -2.19 eV
ΔE to the lowest compared entry with this formula, charge and spin = 0.292 eV
Gap between HOMO and LUMO = 5.74 eV

Entry from the Open Molecules 2025 dataset: C24H41Cl3N4O2Pt as an isolated structure in a non-equilibrium geometry (ωB97M-V/def2-TZVPD).

Geometry as ORCA input:
```
! RIJCOSX wB97M-V def2-TZVPD def2/J DEFGRID3
* xyz -2 5
H 2.79810 0.64590 1.93460
H -2.29020 4.73450 -0.20420
H -0.37170 5.59400 -0.65070
C 0.94000 3.39150 -1.40160
H -2.06170 -3.64840 0.79500
H 1.08530 5.50490 0.34810
H 5.56100 0.31480 -0.46790
H -5.10920 1.16860 1.11190
H 3.46170 1.75980 -0.48460
H 1.92440 0.85360 -0.60170
C -0.60260 0.53000 2.92990
Pt 0.00000 0.00000 0.00000
C -5.05670 0.63120 0.15930
H -0.32850 -2.70420 -2.37040
H 4.35260 -2.97350 -0.00830
H -4.30300 0.33370 -2.27110
C 1.05080 2.97460 1.11120
C 1.36720 -1.57480 -0.04370
C 3.00760 0.79360 -0.72940
H -2.03450 -0.92460 0.65770
H -3.82450 -1.28090 -1.69990
H 0.36880 -5.61870 0.07460
C -3.61040 0.27720 -0.21750
H -0.49440 5.29300 1.10780
C -3.11160 -0.77970 0.76560
H -2.58640 -0.05920 -2.11460
C 0.08610 5.08460 0.20320
H -0.61400 -4.21540 1.65960
H 4.55670 0.83300 1.72990
C -0.99490 -3.46510 0.95910
H -5.56030 1.21550 -0.61720
H 0.51740 -5.17090 -1.65030
C -0.07730 -5.03990 -0.74060
C -0.29180 0.32070 4.37530
H -4.35590 2.95840 -0.24240
H 0.49210 4.04690 -2.15410
C -0.24970 -3.55830 -0.37690
H -1.36830 -1.89040 -1.20700
C 2.27380 -3.65670 -0.22690
H 3.87420 -0.71560 2.28110
C 0.25220 3.57930 -0.04860
C 3.61330 -0.29660 0.16270
Cl -0.40630 -1.41170 4.77060
Cl 1.35390 0.90110 4.72930
H -5.60680 -0.30750 0.27000
C -3.29770 2.78010 -0.18650
N 1.10370 -2.91410 -0.22270
H 5.02330 -1.14440 -1.29870
N -2.74660 1.51000 -0.11700
H 2.00380 3.63080 -1.30420
O -1.60990 1.29820 2.59830
O 0.15130 -0.06410 2.02230
C -1.36980 1.57190 -0.06550
H 5.58340 -1.23030 0.39670
Cl -0.07770 -0.08430 -2.43780
H -1.01120 0.88050 5.00930
C 5.02840 -0.63070 -0.33230
H 0.83070 2.36630 -1.75720
H 1.12950 1.89220 1.01350
C -0.99550 -2.86680 -1.51890
C 3.29490 -2.78930 -0.05450
H -1.83610 -3.49260 -1.83480
H -1.07370 -5.44910 -0.92950
C -2.27330 3.66060 -0.17020
C 3.71530 0.14230 1.62180
H -0.86610 -2.48330 1.41410
H 2.29280 -4.72410 -0.35060
H -3.62150 -1.72610 0.56330
N 2.74130 -1.52360 0.06240
H 2.05580 3.40850 1.12700
N -1.10280 2.92200 -0.09930
H 0.55950 3.19320 2.06510
H -3.31290 -0.48270 1.79850
C -3.57140 -0.21580 -1.66900
H 3.20940 0.57090 -1.78270
*
```

Computed properties:
LUMO (spin up / spin down) = 0.143 / 0.098 Eh
Maximum force = 5.82 eV/Å
HOMO level (spin up / spin down) = 2.28 / -4.28 eV
ΔE to the lowest compared entry with this formula, charge and spin = 0.000 eV
Gap between HOMO and LUMO (spin up / spin down) = 1.62 / 6.93 eV
Expectation value of S² = 6.01

Entry from the Open Molecules 2025 dataset: a 2-piece molecular cluster, C6H17NO overall in a non-equilibrium geometry (ωB97M-V/def2-TZVPD).

Geometry as ORCA input:
```
! RIJCOSX wB97M-V def2-TZVPD def2/J DEFGRID3
* xyz 0 1
H 0.14616 -1.31300 0.47646
H -2.27910 -1.94211 1.19233
C 0.60446 1.74494 -0.44449
H 1.61860 -0.33992 -0.49456
H 1.10627 2.85934 -0.43010
C 1.83933 0.85173 -0.73666
H -2.85845 -2.04561 -0.36738
H 2.50299 0.98545 0.11016
H -1.44288 -3.09973 -0.03646
H 0.37146 1.73766 2.83523
C -1.97015 -2.07874 0.15240
H -2.03606 0.93065 0.66969
H -0.70937 -0.61006 -1.08662
O 1.45905 -3.50210 -2.62513
N 0.17984 1.23267 0.87477
H -1.16957 -0.05253 1.98166
H 2.12369 1.11271 -1.65266
H 1.09053 -2.74066 -2.06947
H 1.04572 3.20010 1.53689
H -0.19379 1.54628 -1.20313
C 0.13160 2.42537 1.86523
C -1.06165 0.39879 0.86357
H -0.73862 2.92277 2.01295
C -0.81001 -0.92907 0.05027
H 1.04998 -3.29495 -3.47498
*
```

Computed properties:
LUMO = 0.030 Eh
Maximum force = 7.04 eV/Å
HOMO level = -8.55 eV
ΔE to the lowest compared entry with this formula, charge and spin = 4.123 eV
Gap between HOMO and LUMO = 9.37 eV
Structure (SMILES) = CCCN(C)CC.O

| no. | M (g/mol) |
| --- | --- |
| 1 | 155.77 |
| 2 | 719.06 |
| 3 | 119.21 |